1.
{"formula": "C14H31N2O6P", "method": "ωB97M-V/def2-TZVPD", "species": ["C", "C", "C", "C", "C", "C", "N", "C", "C", "N", "P", "O", "O", "O", "H", "H", "H", "H", "H", "H", "H", "H", "H", "H", "H", "H", "H", "C", "C", "O", "H", "H", "H", "H", "H", "H", "C", "C", "O", "H", "H", "H", "H", "H", "H", "C", "C", "O", "H", "H", "H", "H", "H", "H"], "xyz": [[0.324, -1.522, 0.471], [-0.214, -0.390, -0.396], [-1.257, 0.402, 0.413], [-2.084, 1.298, -0.518], [-3.546, 1.524, -0.080], [-3.645, 1.717, 1.366], [-3.698, 1.827, 2.510], [-4.532, 0.448, -0.601], [-5.903, 0.943, -0.544], [-6.985, 1.332, -0.496], [-4.421, -1.244, 0.110], [-3.268, -1.984, -0.387], [-5.801, -1.917, -0.337], [-4.452, -1.138, 1.694], [-0.529, -2.055, 0.892], [0.961, -2.229, -0.055], [0.886, -1.104, 1.309], [0.594, 0.275, -0.686], [-0.740, -0.776, -1.269], [-0.730, 1.029, 1.131], [-1.871, -0.320, 0.946], [-1.625, 2.287, -0.515], [-2.051, 0.953, -1.549], [-3.877, 2.465, -0.525], [-4.302, 0.285, -1.655], [-6.568, -1.461, 0.041], [-4.874, -0.350, 2.068], [4.276, -1.895, -2.519], [3.094, -0.945, -2.497], [2.822, -0.460, -1.183], [4.096, -2.739, -1.853], [4.453, -2.276, -3.526], [5.185, -1.391, -2.181], [2.187, -1.453, -2.819], [3.271, -0.102, -3.174], [3.608, 0.006, -0.878], [1.322, 3.932, -0.329], [1.554, 3.253, -1.666], [0.547, 3.606, -2.612], [0.344, 3.661, 0.071], [2.084, 3.642, 0.396], [1.345, 5.019, -0.435], [1.513, 2.171, -1.553], [2.540, 3.517, -2.064], [0.578, 4.560, -2.735], [2.940, -3.333, 3.071], [3.556, -1.980, 2.772], [2.985, -0.954, 3.581], [1.862, -3.295, 2.913], [3.363, -4.109, 2.430], [3.112, -3.618, 4.112], [3.365, -1.694, 1.738], [4.641, -2.003, 2.924], [3.146, -1.178, 4.502]], "atomic_forces_ev_per_a": [[-0.170, 0.153, 0.128], [-0.455, -0.043, 0.708], [0.408, -0.089, -0.811], [0.149, 0.411, 0.749], [0.155, 0.150, -0.474], [0.018, -0.050, 0.502], [-0.119, 0.008, -0.351], [-0.034, 0.145, 0.151], [-0.434, 0.193, 0.069], [0.295, -0.171, 0.072], [0.133, -0.807, -0.139], [-0.011, 0.113, -0.071], [0.140, 0.416, 0.241], [-0.274, 0.317, -0.184], [0.037, -0.228, -0.019], [0.065, 0.049, -0.117], [0.116, -0.046, 0.033], [0.039, -0.030, -0.332], [0.245, -0.149, -0.178], [-0.157, -0.044, 0.295], [-0.148, 0.065, 0.122], [0.044, 0.047, -0.206], [-0.188, -0.145, -0.055], [-0.071, 0.024, -0.052], [0.063, -0.068, -0.066], [-0.097, -0.206, -0.117], [0.150, -0.033, 0.141], [-0.029, -0.021, 0.093], [0.098, 0.038, 0.041], [0.197, 0.044, -0.056], [-0.017, -0.015, -0.022], [0.004, 0.011, -0.009], [0.012, 0.012, -0.048], [-0.036, 0.027, 0.010], [-0.052, -0.030, -0.053], [-0.025, -0.018, 0.045], [-0.023, -0.018, 0.017], [-0.066, 0.241, 0.027], [-0.012, -0.145, 0.025], [0.015, -0.039, 0.015], [0.002, 0.011, 0.003], [0.058, 0.002, 0.009], [-0.022, -0.022, -0.103], [0.039, -0.071, 0.045], [-0.011, -0.013, -0.013], [-0.056, 0.028, -0.015], [-0.020, -0.018, 0.200], [0.014, 0.045, -0.114], [0.003, -0.011, -0.050], [0.006, -0.002, 0.006], [0.059, -0.018, -0.013], [-0.022, 0.042, 0.001], [0.011, -0.057, -0.077], [-0.027, 0.014, -0.005]], "smiles": "CCCC[C@H](C#N)[C@H](C#N)P(=O)(O)O.CCO.CCO.CCO", "e_lumo_ev": 0.47, "de_lowest_ev": 0.000, "e_homo_ev": -10.28, "total_energy_ha": -1454.39348}


2.
{"formula": "C14H31N4O8P2RuSi", "method": "ωB97M-V/def2-TZVPD", "species": ["Ru", "C", "C", "O", "P", "O", "O", "O", "P", "O", "O", "O", "H", "H", "H", "H", "H", "H", "H", "N", "C", "C", "C", "N", "H", "H", "H", "H", "H", "H", "H", "H", "H", "H", "C", "Si", "C", "C", "O", "H", "H", "H", "H", "H", "H", "H", "H", "H", "N", "C", "C", "C", "C", "N", "C", "C", "H", "H", "H", "H", "H"], "xyz": [[-0.113, -0.254, -0.145], [-3.434, 0.659, -3.165], [-3.328, 0.904, -1.666], [-4.549, 1.588, -1.245], [-3.191, -0.627, -0.703], [-4.107, -0.480, 0.619], [-4.073, -1.749, -1.466], [-1.877, -1.234, -0.329], [-1.922, 2.088, -1.327], [-2.221, 2.425, 0.231], [-2.124, 3.404, -2.029], [-0.606, 1.366, -1.363], [-4.318, 0.060, -3.405], [-2.547, 0.138, -3.537], [-3.533, 1.605, -3.708], [-4.241, 2.135, -0.491], [-3.851, -1.137, 1.287], [-3.845, -2.636, -1.141], [-1.502, 3.030, 0.491], [0.347, -0.593, -2.204], [1.496, -1.234, -2.781], [1.688, -2.649, -2.179], [1.928, -2.719, -0.650], [0.806, -2.172, 0.061], [-0.587, -0.748, -2.671], [0.087, 0.809, -2.550], [2.390, -0.634, -2.579], [1.384, -1.304, -3.868], [2.549, -3.112, -2.676], [0.816, -3.267, -2.434], [2.831, -2.151, -0.402], [2.097, -3.758, -0.348], [0.911, -2.026, 1.518], [0.018, -2.827, 0.312], [1.248, 3.468, 0.322], [2.425, 2.020, 0.094], [3.337, 2.245, -1.534], [3.684, 2.051, 1.490], [1.591, 0.589, 0.097], [1.797, 4.414, 0.320], [0.713, 3.382, 1.272], [0.512, 3.495, -0.486], [3.889, 3.190, -1.540], [2.633, 2.254, -2.372], [4.049, 1.430, -1.692], [4.236, 2.995, 1.490], [4.401, 1.232, 1.379], [3.187, 1.943, 2.458], [0.066, -2.651, 6.944], [0.038, -2.280, 5.845], [0.004, -1.821, 4.489], [-1.092, -2.113, 3.679], [-1.078, -1.648, 2.377], [-0.063, -0.929, 1.852], [0.986, -0.661, 2.658], [1.067, -1.081, 3.974], [-1.937, -2.687, 4.046], [-1.904, -1.845, 1.699], [1.784, -0.080, 2.203], [1.936, -0.834, 4.575], [-0.893, 1.024, 0.904]], "atomic_forces_ev_per_a": [[1.734, 2.369, 2.347], [-0.051, -0.315, -0.317], [-0.815, 1.340, 0.166], [1.568, -0.495, 0.338], [-3.239, -1.776, 1.215], [0.920, 0.639, -0.505], [0.947, 0.444, -0.396], [-0.595, -0.170, -0.915], [-1.967, 4.308, -0.395], [-0.155, -0.282, 0.069], [0.485, -2.343, -0.069], [-0.363, 1.963, -2.239], [0.187, -0.016, 0.198], [-0.057, -0.029, -0.066], [0.181, -0.012, 0.412], [-0.721, -0.123, -0.293], [0.000, 0.352, 0.012], [-0.114, 0.219, -0.214], [-0.403, 0.020, 0.246], [-1.945, 3.719, -3.373], [0.194, -1.116, -0.046], [0.370, -0.146, -0.165], [-0.135, -0.296, -1.163], [-0.018, -1.989, 4.245], [1.488, -0.973, 0.249], [1.079, -3.716, 1.804], [-0.169, 0.047, 0.090], [0.212, -0.130, 0.024], [-0.090, 0.028, 0.006], [0.047, 0.098, 0.062], [-0.153, 0.068, 0.054], [0.136, 0.025, -0.167], [-0.099, 0.126, -4.303], [1.123, 0.264, -1.196], [-0.057, -0.179, -0.044], [-0.009, 0.258, -0.045], [-0.178, -0.208, 0.125], [-0.224, -0.222, -0.123], [0.415, 0.416, -0.049], [-0.077, -0.047, 0.022], [0.053, 0.022, 0.069], [0.135, 0.108, -0.019], [-0.042, -0.069, -0.005], [0.060, 0.025, 0.000], [-0.008, 0.064, -0.031], [-0.052, -0.067, -0.008], [-0.007, 0.059, 0.055], [0.083, 0.030, -0.009], [-0.012, 0.163, -0.510], [-0.028, -0.013, 0.028], [-0.081, -0.892, 2.477], [-0.632, 0.280, -1.902], [-1.810, -1.152, 1.888], [-0.630, -0.305, 2.171], [1.798, 0.800, 2.550], [0.654, 0.910, -1.745], [0.145, 0.072, -0.041], [0.205, -0.090, 0.376], [-0.156, -0.135, 0.147], [-0.139, -0.043, -0.127], [1.013, -1.886, -0.968]], "multiplicity": 6, "e_lumo_ev": [-0.40, -1.07], "de_lowest_ev": 0.000, "e_homo_ev": [-5.47, -9.03], "total_energy_ha": -2439.99975}


3.
{"formula": "C14H31O3P", "method": "ωB97M-V/def2-TZVPD", "species": ["C", "C", "C", "C", "O", "C", "P", "O", "C", "C", "C", "C", "C", "O", "C", "C", "C", "C", "H", "H", "H", "H", "H", "H", "H", "H", "H", "H", "H", "H", "H", "H", "H", "H", "H", "H", "H", "H", "H", "H", "H", "H", "H", "H", "H", "H", "H", "H", "H"], "xyz": [[-4.865, -3.070, -2.692], [-4.395, -2.079, -1.634], [-3.615, -0.923, -2.252], [-3.138, 0.065, -1.196], [-2.418, 1.102, -1.844], [-1.912, 2.068, -0.967], [-0.493, 1.401, 0.061], [-0.919, 0.598, 1.214], [0.570, 2.861, 0.472], [0.485, 3.230, 1.955], [1.755, 2.869, 2.725], [1.964, 1.364, 2.810], [0.480, 0.436, -1.185], [1.639, 0.107, -0.474], [2.461, -0.854, -1.106], [3.553, -1.274, -0.129], [2.985, -2.083, 1.036], [4.049, -2.389, 2.081], [-4.015, -3.491, -3.224], [-5.420, -3.885, -2.233], [-5.511, -2.578, -3.415], [-5.260, -1.684, -1.097], [-3.762, -2.593, -0.907], [-4.240, -0.391, -2.972], [-2.745, -1.306, -2.790], [-2.499, -0.438, -0.460], [-3.997, 0.498, -0.660], [-2.691, 2.437, -0.282], [-1.567, 2.893, -1.594], [1.593, 2.592, 0.203], [0.267, 3.694, -0.163], [0.297, 4.301, 2.056], [-0.356, 2.698, 2.406], [1.681, 3.282, 3.734], [2.616, 3.337, 2.240], [1.137, 0.900, 3.342], [2.007, 0.926, 1.817], [2.889, 1.135, 3.336], [-0.090, -0.461, -1.468], [0.701, 1.011, -2.095], [2.900, -0.420, -2.019], [1.857, -1.726, -1.399], [4.301, -1.861, -0.666], [4.034, -0.373, 0.255], [2.569, -3.018, 0.654], [2.173, -1.516, 1.493], [4.867, -2.957, 1.642], [4.454, -1.467, 2.493], [3.625, -2.970, 2.896]], "atomic_forces_ev_per_a": [[0.019, 0.090, 0.249], [0.094, 0.088, -0.258], [0.027, 0.208, 0.418], [-0.185, -0.322, -0.158], [-0.057, -0.177, -0.284], [0.468, -0.041, 0.371], [0.153, 1.010, -1.416], [-0.252, -0.512, 0.767], [-0.354, -0.460, -0.216], [0.071, 0.130, 0.239], [-0.170, -0.076, 0.035], [0.061, 0.194, 0.051], [-0.351, 0.214, 0.355], [0.342, -0.173, 0.084], [0.399, -0.076, -0.149], [-0.581, -0.037, -0.064], [0.273, 0.135, -0.013], [-0.233, -0.033, -0.114], [0.063, -0.075, -0.094], [-0.065, -0.117, -0.044], [-0.076, 0.008, -0.112], [-0.003, -0.010, 0.096], [-0.028, 0.004, 0.092], [-0.006, 0.005, -0.082], [0.040, -0.016, -0.070], [-0.092, 0.022, 0.030], [0.081, -0.041, 0.009], [0.111, 0.032, -0.011], [0.063, 0.049, 0.125], [0.031, -0.003, -0.086], [0.003, -0.033, -0.078], [-0.050, -0.037, -0.030], [-0.024, 0.099, 0.099], [0.063, 0.055, -0.016], [0.016, 0.075, 0.026], [-0.091, -0.122, 0.022], [0.044, -0.153, -0.064], [0.096, -0.085, 0.029], [-0.005, 0.124, 0.020], [-0.080, 0.046, 0.016], [-0.089, -0.061, 0.075], [0.018, 0.068, 0.012], [0.070, 0.025, -0.020], [0.116, 0.055, -0.035], [-0.098, 0.000, -0.016], [-0.094, -0.046, -0.010], [0.127, -0.060, 0.009], [0.086, 0.089, 0.081], [0.047, -0.061, 0.130]], "smiles": "CCCCOCP(=O)(CCCC)COCCCC", "e_lumo_ev": 0.84, "de_lowest_ev": 0.185, "e_homo_ev": -9.20, "total_energy_ha": -1119.11190}